One molecule with the formula C3H6O2S at a distorted geometry, computed with ωB97M-V/def2-TZVPD.

```
12
C3H6O2S, DFT ωB97M-V/def2-TZVPD
O -2.208 0.707 -1.112
C -1.089 0.542 -0.848
O -0.110 0.681 -1.772
C -0.464 0.445 0.506
C 0.955 -0.226 0.443
S 1.275 -1.350 1.937
H -0.645 0.905 -2.514
H -0.215 1.345 0.920
H -1.103 -0.191 1.105
H 1.629 0.583 0.408
H 0.936 -0.942 -0.470
H 1.038 -2.498 1.397
```

Results
HOMO-LUMO gap, eV: 9.94
HOMO level, hartree: -0.34253
Spin multiplicity: 1
ΔE to the lowest compared entry with this formula, charge and spin, kJ/mol: 91.4
Structure (SMILES): O=C(O)CCS

=====

One molecule with the formula C4H6ClNS at a distorted geometry, computed with ωB97M-V/def2-TZVPD.

```
13
C4H6ClNS, DFT ωB97M-V/def2-TZVPD
C 0.259 0.633 -0.926
C -0.713 1.534 -1.083
C 0.597 -0.097 0.373
C 0.611 -1.619 0.039
N 1.651 -1.910 -0.911
S 1.325 0.252 -2.232
Cl 1.456 -3.338 -1.813
H -0.725 2.101 -1.959
H -1.521 1.663 -0.294
H 1.576 0.196 0.463
H -0.120 0.113 1.056
H 1.066 -2.247 0.935
H -0.486 -1.708 -0.272
```

Results
HOMO-LUMO gap (spin up / spin down), eV: 7.49 / 6.71
HOMO level (spin up / spin down), hartree: -0.31651 / -0.30795
Spin multiplicity: 1
ΔE to the lowest compared entry with this formula, charge and spin, kJ/mol: 427.1

=====

One molecule with the formula C2H3NO3 at a distorted geometry, computed with ωB97M-V/def2-TZVPD.

```
9
C2H3NO3, DFT ωB97M-V/def2-TZVPD
O -1.514 1.330 1.484
C -0.476 1.416 0.982
N 0.196 0.309 0.252
O -0.598 -0.736 -0.114
C 0.229 -1.401 -0.986
O 1.330 -1.010 -1.444
H 0.193 2.162 1.268
H 0.956 0.369 -0.186
H -0.315 -2.439 -1.256
```

Results
HOMO-LUMO gap, eV: 10.95
HOMO level, hartree: -0.37102
Spin multiplicity: 1
ΔE to the lowest compared entry with this formula, charge and spin, kJ/mol: 404.5
Structure (SMILES): O=CNOC=O

=====

One molecule with the formula C6H6Br2 at a distorted geometry, computed with ωB97M-V/def2-TZVPD.

```
14
C6H6Br2, DFT ωB97M-V/def2-TZVPD
C -1.357 -1.127 -0.619
C -0.568 -0.404 0.457
C -0.632 1.080 0.440
C 0.545 1.671 0.224
C 1.616 0.702 0.076
Br 3.410 1.248 -0.181
C 1.184 -0.554 0.161
Br 2.013 -2.193 -0.017
H -0.689 -1.634 -1.310
H -1.951 -0.414 -1.184
H -2.023 -1.867 -0.188
H -0.703 -0.835 1.446
H -1.568 1.597 0.555
H 0.725 2.728 0.141
```

Results
HOMO-LUMO gap, eV: 9.25
HOMO level, hartree: -0.31496
Spin multiplicity: 1
ΔE to the lowest compared entry with this formula, charge and spin, kJ/mol: 0.0
Structure (SMILES): C[C@@H]1C=CC(Br)=C1Br

=====

One molecule with the formula C15H17N3O4 at a distorted geometry, computed with ωB97M-V/def2-TZVPD.

```
39
C15H17N3O4, DFT ωB97M-V/def2-TZVPD
C 7.300 1.216 0.267
C 6.720 -0.141 -0.108
C 5.216 -0.234 -0.083
C 4.385 0.838 0.213
C 3.008 0.702 0.221
C 2.430 -0.527 -0.071
N 1.045 -0.733 -0.089
C 0.060 0.137 0.231
O 0.182 1.276 0.621
C -1.291 -0.488 0.088
N -1.494 -1.775 0.187
O -2.827 -1.987 0.130
C -3.478 -0.829 0.015
C -4.966 -0.861 -0.048
C -5.541 -0.361 1.283
C -5.493 -0.027 -1.217
C -2.542 0.185 -0.027
N -2.743 1.586 -0.232
O -2.036 2.124 -1.046
O -3.634 2.114 0.398
C 3.252 -1.611 -0.371
C 4.622 -1.460 -0.374
H 6.969 1.986 -0.426
H 8.386 1.173 0.231
H 7.004 1.498 1.275
H 7.119 -0.900 0.571
H 7.060 -0.408 -1.114
H 4.804 1.804 0.443
H 2.382 1.547 0.453
H 0.747 -1.672 -0.322
H -5.249 -1.910 -0.191
H -6.625 -0.425 1.254
H -5.255 0.675 1.447
H -5.178 -0.965 2.110
H -6.563 -0.186 -1.320
H -5.011 -0.312 -2.150
H -5.326 1.032 -1.040
H 2.811 -2.571 -0.600
H 5.249 -2.309 -0.608
```

Results
HOMO-LUMO gap, eV: 8.32
HOMO level, hartree: -0.31102
Spin multiplicity: 1
ΔE to the lowest compared entry with this formula, charge and spin, kJ/mol: 539.0
Structure (SMILES): CCc1ccc(NC(=O)c2noc(C(C)C)c2[N+](=O)[O-])cc1

=====

One molecule with the formula C4H5Cl at a distorted geometry, computed with ωB97M-V/def2-TZVPD.

```
10
C4H5Cl, DFT ωB97M-V/def2-TZVPD
C -0.528 -0.951 -0.161
C 0.661 -0.193 0.260
C 2.112 0.005 0.144
Cl 3.645 -0.519 -0.189
C 1.278 1.137 0.719
H -1.406 -0.223 -0.040
H -0.533 -1.875 0.364
H -0.298 -1.168 -1.162
H 1.173 2.073 0.180
H 1.526 1.331 1.761
```

Results
HOMO-LUMO gap, eV: 9.02
HOMO level, hartree: -0.29888
Spin multiplicity: 1
ΔE to the lowest compared entry with this formula, charge and spin, kJ/mol: 227.2
Structure (SMILES): CC1=C(Cl)C1

=====

An isolated ion of composition C5H4N2 and charge +2 at a distorted geometry, computed with ωB97M-V/def2-TZVPD.

```
11
C5H4N2, DFT ωB97M-V/def2-TZVPD
C 1.597 0.591 0.113
C 0.235 0.566 0.293
N -0.743 1.140 0.620
C -1.972 0.795 0.405
C -2.600 -0.251 0.162
C -1.817 -1.157 -0.367
N -0.631 -1.272 -0.582
H 1.882 0.526 -0.950
H 2.201 -0.192 0.707
H 2.108 1.513 0.347
H -0.259 -2.259 -0.748
```

Results
HOMO-LUMO gap, eV: 9.61
HOMO level, hartree: -0.80911
Total charge: +2
Spin multiplicity: 1
ΔE to the lowest compared entry with this formula, charge and spin, kJ/mol: 107.4
Structure (SMILES): CC#[N+]C#CC#[NH+]

=====

A 4-piece molecular cluster, CH11N2O3 overall, computed with ωB97M-V/def2-TZVPD.

```
17
CH11N2O3, DFT ωB97M-V/def2-TZVPD
N 0.006 0.513 0.982
C -0.176 -0.035 2.139
N -0.576 -1.267 2.348
H -0.114 -0.011 0.096
H 0.537 1.374 0.911
H -0.031 0.609 3.006
H -0.769 -1.521 3.303
H -0.900 -1.892 1.622
H 2.702 2.877 1.115
H 3.255 1.445 1.149
O 2.440 1.954 1.203
H 0.429 -1.273 -1.733
H -0.840 -0.655 -2.324
O -0.339 -0.742 -1.479
H -1.991 -1.235 -4.206
H -2.131 0.288 -4.144
O -1.502 -0.429 -3.989
```

Results
HOMO-LUMO gap, eV: 12.46
HOMO level, hartree: -0.55456
Total charge: +1
Spin multiplicity: 1
ΔE to the lowest compared entry with this formula, charge and spin, kJ/mol: 20.6

=====

C30H42As2BMoN4O3S as an isolated structure, computed with ωB97M-V/def2-TZVPD.

```
84
C30H42As2BMoN4O3S, DFT ωB97M-V/def2-TZVPD
Mo 0.460 -0.011 -0.149
C 1.575 6.170 2.187
C 0.485 5.114 2.083
N 1.036 3.765 2.174
C 0.971 2.846 1.194
S 1.930 1.382 1.392
N 0.254 3.078 0.127
N 0.441 2.044 -0.780
C 0.739 2.372 -1.986
C 0.810 3.791 -2.431
C 1.069 1.233 -2.859
C 1.299 1.338 -4.221
C 1.668 0.212 -4.934
C 1.815 -0.993 -4.263
C 1.558 -1.029 -2.908
N 1.180 0.055 -2.221
H 1.138 7.166 2.117
H 2.101 6.101 3.140
H 2.303 6.054 1.384
H -0.254 5.253 2.875
H -0.036 5.181 1.132
H 1.654 3.553 2.940
H 1.373 4.374 -1.705
H 1.276 3.889 -3.407
H -0.196 4.213 -2.469
H 1.183 2.291 -4.714
H 1.847 0.274 -5.999
H 2.124 -1.890 -4.780
H 1.660 -1.933 -2.327
C -0.543 1.096 3.638
As -0.901 -0.036 2.120
C -2.840 0.075 2.091
C -0.518 -1.820 2.808
C -0.285 -2.063 4.156
C 0.067 -3.337 4.585
C 0.172 -4.374 3.671
C -0.077 -4.142 2.324
C -0.415 -2.868 1.892
As -0.785 -2.443 0.038
C -2.636 -3.051 -0.047
C -0.021 -3.847 -1.043
H -0.741 2.127 3.354
H 0.498 0.994 3.935
H -1.206 0.810 4.453
H -3.264 -0.376 2.987
H -3.234 -0.399 1.199
H -3.095 1.135 2.063
H -0.361 -1.262 4.880
H 0.262 -3.516 5.634
H 0.452 -5.364 4.005
H 0.008 -4.959 1.617
H -2.620 -4.124 0.145
H -3.077 -2.847 -1.018
H -3.217 -2.563 0.732
H -0.294 -4.821 -0.640
H 1.057 -3.744 -1.062
H -0.442 -3.757 -2.044
O -1.751 1.237 -2.297
B -1.552 0.343 -1.230
O -2.782 -0.282 -0.966
C -3.706 0.238 -1.848
C -5.044 -0.054 -1.965
C -5.738 0.628 -2.965
C -5.100 1.550 -3.790
C -3.742 1.834 -3.651
C -3.073 1.152 -2.662
H -5.530 -0.770 -1.317
H -6.794 0.436 -3.100
H -5.672 2.060 -4.553
H -3.240 2.552 -4.285
C 3.308 -3.278 0.064
C 3.063 -1.821 0.448
C 3.264 -1.681 1.957
C 4.037 -0.944 -0.334
O 1.697 -1.529 0.120
H 4.329 -3.563 0.320
H 3.185 -3.426 -1.013
H 2.621 -3.939 0.596
H 4.257 -2.034 2.239
H 2.518 -2.282 2.484
H 3.167 -0.647 2.284
H 5.061 -1.174 -0.036
H 3.862 0.115 -0.157
H 3.947 -1.137 -1.406
```

Results
HOMO-LUMO gap (spin up / spin down), eV: 7.31 / 7.35
HOMO level (spin up / spin down), hartree: -0.37401 / -0.39941
Total charge: +1
Spin multiplicity: 3
ΔE to the lowest compared entry with this formula, charge and spin, kJ/mol: 47.5

=====

One molecule with the formula C18H20N2O2 at a distorted geometry, computed with ωB97M-V/def2-TZVPD.

```
42
C18H20N2O2, DFT ωB97M-V/def2-TZVPD
C 0.819 3.231 3.105
C 1.118 1.787 3.484
C 0.232 0.805 2.708
C 0.633 0.770 1.237
O 1.734 0.959 0.809
O -0.448 0.441 0.515
N -0.218 0.348 -0.889
C -1.171 -0.198 -1.544
N -2.291 -0.737 -0.993
C -0.996 -0.275 -3.004
C -1.644 -1.249 -3.759
C -1.462 -1.288 -5.130
C -0.641 -0.366 -5.754
C 0.025 0.605 -5.013
C 0.908 1.609 -5.686
C -0.162 0.640 -3.640
C 0.362 -0.603 3.238
C -0.715 -1.231 3.849
C -0.591 -2.517 4.346
C 0.612 -3.192 4.232
C 1.689 -2.574 3.618
C 1.566 -1.289 3.124
H 1.005 3.388 2.045
H -0.220 3.480 3.316
H 1.455 3.909 3.669
H 2.162 1.563 3.264
H 0.952 1.639 4.553
H -0.815 1.117 2.771
H -3.096 -0.916 -1.566
H -2.439 -0.587 -0.010
H -2.262 -1.995 -3.282
H -1.961 -2.047 -5.714
H -0.508 -0.405 -6.825
H 1.689 1.948 -5.010
H 1.367 1.188 -6.578
H 0.322 2.478 -5.988
H 0.343 1.375 -3.034
H -1.658 -0.710 3.941
H -1.436 -2.993 4.822
H 0.710 -4.195 4.619
H 2.629 -3.098 3.522
H 2.403 -0.815 2.634
```

Results
HOMO-LUMO gap, eV: 9.57
HOMO level, hartree: -0.32427
Spin multiplicity: 1
ΔE to the lowest compared entry with this formula, charge and spin, kJ/mol: 196.9
Structure (SMILES): CC[C@@H](C(=O)O/N=C(\N)c1cccc(C)c1)c1ccccc1

=====

One molecule with the formula C5H8N2 at a distorted geometry, computed with ωB97M-V/def2-TZVPD.

```
15
C5H8N2, DFT ωB97M-V/def2-TZVPD
C -2.386 0.564 -0.356
N -1.355 0.760 0.296
C -0.358 -0.126 0.382
C -0.414 -1.557 -0.157
N 0.636 0.088 1.731
C 1.137 0.412 0.640
C 2.236 0.987 -0.059
H -3.067 1.346 -0.312
H -2.547 -0.362 -0.964
H -0.050 -1.623 -1.093
H -1.492 -1.784 -0.167
H 0.043 -2.359 0.502
H 2.299 2.067 0.384
H 2.142 1.058 -1.106
H 3.176 0.529 0.282
```

Results
HOMO-LUMO gap, eV: 9.21
HOMO level, hartree: -0.30683
Spin multiplicity: 1
ΔE to the lowest compared entry with this formula, charge and spin, kJ/mol: 344.1
Structure (SMILES): C=N[C@]1(C)N=C1C

=====

H8LiO4 as an isolated structure, computed with ωB97M-V/def2-TZVPD.

```
13
H8LiO4, DFT ωB97M-V/def2-TZVPD
Li -0.131 -0.217 0.109
O -0.452 0.847 1.790
H 0.208 1.402 2.223
H -1.282 1.008 2.258
O -0.152 -2.105 -0.281
H -0.969 -2.565 -0.522
H 0.490 -2.801 -0.091
O -1.057 0.956 -1.341
H -1.692 0.517 -1.924
H -1.286 1.894 -1.358
O 1.787 0.210 -0.117
H 2.349 0.923 0.209
H 2.186 -0.070 -0.953
```

Results
HOMO-LUMO gap, eV: 12.78
HOMO level, hartree: -0.59309
Total charge: +1
Spin multiplicity: 1
ΔE to the lowest compared entry with this formula, charge and spin, kJ/mol: 1.3

=====

Which of these has the highest spin multiplicity?
C30H42As2BMoN4O3S

=====

Among the records above, which one has the lowest ΔE to the lowest compared entry with this formula, charge and spin?
C6H6Br2

=====

Look up the ΔE to the lowest compared entry with this formula, charge and spin of the second one.
427.1 kJ/mol

=====

Among the records above, which one has the lowest ΔE to the lowest compared entry with this formula, charge and spin?
C6H6Br2